Computed, not measured: an isolated molecule of C4H9NO, with wB97M-V/def2-TZVPD.

Energy relative to the best compared isomer or geometry (same formula, charge and spin) in kcal per mole: 88.5
Strongest force on any atom in eV/A: 0.51
Net charge: 0
E_LUMO (alpha / beta) in eV: 0.87 / 0.87
Kohn-Sham gap (alpha / beta) in eV: 7.074 / 7.075
HOMO energy (alpha / beta) in eV: -6.20 / -6.20

Geometry (Å):
C  -2.623  -0.299  0.053
C  -1.118  -0.404  -0.091
O  -0.538  0.730  0.524
C  0.786  0.962  0.296
N  1.670  0.034  0.002
C  3.034  0.066  -0.039
H  -2.895  -0.200  1.107
H  -3.000  0.576  -0.485
H  -3.107  -1.194  -0.351
H  -0.754  -1.322  0.400
H  -0.824  -0.446  -1.152
H  1.118  1.958  0.550
H  3.475  -0.604  -0.767
H  1.290  -0.893  -0.166
H  3.486  1.038  0.118